A | # C5H13NO3

A 3-piece molecular cluster, C5H13NO3 overall (ωB97M-V/def2-TZVPD, OMol25).

Charge = 0
Gap between HOMO and LUMO (spin up / spin down) = 8.255 / 8.256 eV
Multiplicity = 1

Last column: Löwdin charge in e.
CARTESIAN COORDINATES (ANGSTROEM)
H 0.946 1.534 1.880  0.09
C -0.414 0.262 1.294  -0.42
H -1.433 1.121 -2.838  0.08
C 1.689 -1.000 -1.143  -0.13
O -0.017 1.448 1.931  -0.01
O -2.259 1.564 0.514  0.04
H 1.089 -1.107 1.987  0.08
C 1.247 0.304 -0.552  -0.03
H 1.354 -1.839 -0.528  0.07
H 1.303 -1.133 -2.153  0.06
H 1.409 1.176 -1.174  0.09
N -0.965 0.257 -2.574  -0.01
H 1.706 0.487 0.420  0.06
C -1.600 0.386 0.586  -0.16
H -1.592 -0.528 -2.742  0.08
H -0.377 -1.076 2.975  0.09
H -1.656 2.237 0.871  0.11
H -0.384 -1.873 1.387  0.09
H 2.785 -1.049 -1.188  0.08
C -0.002 -1.017 1.948  -0.05
O -0.616 0.310 -1.239  -0.33
H -2.214 -0.466 0.337  0.14

=====

B | # C5H13NO3

A 2-piece molecular cluster, C5H13NO3 overall (ωB97M-V/def2-TZVPD, OMol25).

Charge = 0
SMILES = CNC(=O)CCOC.O
Gap between HOMO and LUMO = 10.238 eV
Multiplicity = 1

Last column: Löwdin charge in e.
CARTESIAN COORDINATES (ANGSTROEM)
H 0.667 -0.235 0.846  0.09
C -0.346 1.958 1.144  -0.19
C -1.264 3.214 0.934  -0.07
O -3.236 1.947 0.255  0.03
C -4.416 4.089 -1.240  -0.07
H -4.387 3.456 -2.143  0.09
C -2.635 3.024 0.203  -0.49
N -3.182 4.030 -0.484  -0.02
H -4.558 5.137 -1.550  0.09
H 0.434 -0.427 -0.920  0.09
H 0.507 2.275 1.775  0.12
H -0.903 1.179 1.699  0.11
O -0.039 1.402 -0.183  -0.19
C 0.000 0.000 0.000  -0.14
O -5.256 -2.097 -4.658  -0.09
H -4.949 -1.535 -3.911  0.05
H -1.382 3.730 1.906  0.12
H -0.979 -0.476 0.181  0.09
H -5.278 3.784 -0.623  0.09
H -0.782 3.923 0.233  0.11
H -2.637 4.895 -0.464  0.14
H -5.164 -3.020 -4.329  0.05

=====

Which of them is least stable? Easy: A.

=====

A | # C4H12I2N2

C4H12I2N2 as an isolated structure (ωB97M-V/def2-TZVPD, OMol25).

Charge = +2
Gap between HOMO and LUMO (spin up / spin down) = 7.890 / 7.889 eV
Multiplicity = 1

Last column: Löwdin charge in e.
CARTESIAN COORDINATES (ANGSTROEM)
C 0.197 0.749 -0.782  -0.87
H 2.025 -2.499 -2.656  0.17
C 0.316 -1.757 -1.683  -0.17
H 0.593 1.754 -0.601  0.01
N -3.518 1.100 1.988  -0.02
H -4.121 1.129 2.895  0.21
H -3.535 0.088 1.716  0.13
N 1.009 -2.623 -2.736  0.18
H 1.927 -0.602 -0.720  0.15
H 0.290 -2.259 -0.707  0.12
H 0.641 -2.181 -3.684  0.23
H 0.632 -3.616 -2.811  0.21
H -1.901 2.399 2.223  0.08
H -0.661 -1.509 -2.023  0.08
C -2.132 1.251 2.355  -0.60
I -0.746 0.193 1.268  1.36
I -1.635 1.488 -1.904  0.72
H -4.039 1.673 1.260  0.18
H 1.293 0.024 -2.413  0.11
C 1.050 -0.366 -1.419  -0.29

=====

B | # C4H12I2N2

A 2-piece molecular cluster, C4H12I2N2 overall (ωB97M-V/def2-TZVPD, OMol25).

Charge = +2
Gap between HOMO and LUMO = 9.456 eV
Multiplicity = 1

Last column: Löwdin charge in e.
CARTESIAN COORDINATES (ANGSTROEM)
H -2.177 3.140 -0.323  0.15
H 0.857 1.077 -0.458  0.06
H 2.287 -3.851 0.448  0.26
H -0.580 3.362 -0.480  0.19
H -1.142 1.317 -1.814  0.13
C 1.752 -1.945 -0.333  -0.64
H -0.130 0.407 0.897  0.09
I -1.518 -2.323 -0.361  1.06
C 0.004 -0.897 -0.752  -0.64
N 1.521 -3.023 0.577  0.04
C 0.040 0.475 -0.123  -0.28
H 1.650 -2.880 1.574  0.16
H -1.258 2.584 0.760  0.16
I 3.357 -0.490 0.122  0.90
N -1.308 2.686 -0.244  0.22
H -2.129 0.576 -0.463  0.11
H 0.051 -0.804 -1.801  0.04
C -1.258 1.239 -0.748  -0.10
H 0.568 -3.359 0.504  0.00
H 2.044 -2.269 -1.368  0.08

=====

Which of them is least stable? Easy: A.

=====

A | # C6H3PS

C6H3PS as an isolated structure (ωB97M-V/def2-TZVPD, OMol25).

Charge = 0
Gap between HOMO and LUMO = 6.979 eV
Multiplicity = 1

Last column: Löwdin charge in e.
CARTESIAN COORDINATES (ANGSTROEM)
C -0.661 1.126 0.313  -0.04
H 1.176 -4.684 0.117  -0.11
C -1.371 4.166 -1.761  0.16
C -0.984 2.046 -0.390  -0.04
H -1.868 4.954 -2.108  -0.01
H 2.703 -3.422 0.395  -0.21
P 1.436 -3.243 0.094  0.37
C -0.378 -0.068 0.907  -0.20
C 0.210 -0.890 1.575  -0.12
S 0.887 -3.139 1.991  0.34
C -1.149 3.155 -1.134  -0.13

=====

B | # C6H3PS

A single C6H3PS molecule (ωB97M-V/def2-TZVPD, OMol25).

Charge = 0
SMILES = C#CC#CC#CSP
Gap between HOMO and LUMO = 8.725 eV
Multiplicity = 1

Last column: Löwdin charge in e.
CARTESIAN COORDINATES (ANGSTROEM)
H -1.367 3.943 3.411  -0.15
H 0.568 3.543 3.036  -0.10
P -0.746 2.772 2.894  0.38
C -0.493 1.323 0.146  -0.28
H 1.177 -4.767 -3.429  0.05
C 0.624 -3.080 -2.073  -0.16
C 0.221 -1.004 -0.640  -0.03
S -1.076 3.097 0.875  0.35
C -0.085 0.217 -0.155  -0.16
C 0.453 -1.989 -1.308  -0.03
C 0.725 -4.055 -2.757  0.14

=====

Which of them is least stable? Easy: A.

=====

A | # C5H6N4

A single C5H6N4 molecule (ωB97M-V/def2-TZVPD, OMol25).

Charge = 0
Gap between HOMO and LUMO = 8.682 eV
Multiplicity = 1

Last column: Löwdin charge in e.
CARTESIAN COORDINATES (ANGSTROEM)
H -1.768 -0.893 0.215  0.11
H 0.869 -2.623 0.682  0.04
H -0.670 -2.130 1.554  0.12
C 0.401 -1.878 1.201  -0.05
H 1.018 -1.627 2.132  0.12
N -0.929 2.194 0.553  0.05
N 0.420 1.613 -1.385  0.09
C 1.148 -0.744 -0.775  0.01
H 0.591 0.007 -2.694  0.12
C 0.050 2.314 -0.293  -0.26
H 0.504 3.318 -0.363  0.12
N -1.570 0.969 0.396  0.03
C -1.035 -0.116 0.162  -0.17
C 0.656 0.371 -1.624  -0.16
N 0.316 -0.777 0.238  -0.16

=====

B | # C5H6N4

A single C5H6N4 molecule (ωB97M-V/def2-TZVPD, OMol25).

Charge = 0
Gap between HOMO and LUMO = 8.623 eV
Multiplicity = 1

Last column: Löwdin charge in e.
CARTESIAN COORDINATES (ANGSTROEM)
N 0.211 1.276 1.104  0.02
H 2.255 1.336 -1.683  0.09
H -1.861 -0.668 2.245  0.07
C 1.177 1.246 -1.942  -0.04
C -1.271 -1.440 1.764  -0.03
H 0.704 2.232 -1.773  0.08
N -0.520 -1.649 -0.603  0.05
C -0.557 -0.965 0.514  -0.29
N 0.410 2.168 1.886  0.26
H -1.867 -2.307 1.449  0.08
N 0.095 -0.905 -1.578  0.05
C 0.081 0.302 0.254  -0.20
H 1.058 0.976 -2.995  0.08
C 0.560 0.218 -1.085  -0.32
H -0.475 -1.820 2.442  0.09

=====

Which of them is least stable? Easy: A.